Record 1
Here is a 8-piece molecular cluster, C23H67N5O8 overall from the OMol25 dataset. Energies are from ωB97M-V/def2-TZVPD.

LUMO level (alpha / beta): -0.0875 / -0.2983 Ha
frontier orbital gap (alpha / beta): 0.308 / 0.098 Eh

```
! RIJCOSX wB97M-V def2-TZVPD def2/J DEFGRID3
* xyz 1 2
O 2.70887 -0.23027 2.87050
O 3.52155 -0.75110 -2.36759
O -4.74543 0.47385 -0.27946
O 0.84714 3.23269 0.08282
O -0.96120 7.46307 -2.59464
O -3.56774 -2.33211 3.51765
O -1.42913 1.52812 -0.99250
O -3.34737 -3.14530 -2.11237
N 1.77695 -1.23589 -4.64099
N -0.01624 -1.45868 4.33518
N 4.39102 -3.18954 4.33548
N 1.83703 5.32851 -1.44835
N 0.10799 -3.48704 -3.56733
C -0.95438 -3.65741 -2.54892
C -4.51435 -0.89029 -0.01873
C -2.23598 -2.78467 -2.90151
C 2.13551 -0.51492 -2.32203
C -4.71555 -2.70703 4.16873
C 0.22203 0.55987 -3.69215
C 3.84834 -1.05028 3.10764
C -0.72105 -2.64969 2.37534
C 0.97260 5.87577 -2.42859
C -0.35060 6.42568 -1.84444
C -1.17696 -1.71458 3.59520
C 3.28016 -1.42747 5.62856
C 0.77568 4.69897 -3.40410
C -2.39196 -2.30003 4.35246
C -2.31829 7.71412 -2.24883
C 1.63315 -0.09880 -3.67658
C 4.04057 -1.52810 -1.34818
C -0.37132 -3.44805 -1.14901
C 0.49849 3.90541 1.25945
C -4.02497 -4.32861 -2.56989
C 2.92674 0.86659 2.01078
C -0.86826 0.68621 -0.03105
C 3.45485 -2.09608 4.19962
H -4.92219 -4.37970 -1.95307
H -0.74074 2.19627 -0.95677
H 0.51340 -4.08470 -1.14290
H -0.22483 -0.06916 -0.48215
H -0.50588 4.29750 1.09943
H 2.62785 5.13992 -2.04765
H 1.43884 6.72761 -2.92365
H 2.52143 -2.57420 3.90258
H 2.16585 6.03449 -0.80525
H 0.22564 1.54344 -3.22238
H 1.74607 4.25501 -3.62624
H 3.33907 -2.29401 -1.01749
H -1.69211 0.19609 0.48776
H -0.10591 -2.40980 -0.94979
H -3.61412 -0.95603 0.59229
H -0.60197 0.02236 -3.22287
H 4.13271 -3.78950 5.10581
H -0.31630 -3.60823 2.70013
H 0.16334 3.95200 -2.89896
H 0.79287 -4.19159 -3.33357
H 1.27782 -1.98736 -4.18684
H -0.00858 -2.09977 1.76047
H -0.08176 -0.64225 4.92615
H -0.41676 1.23814 0.79334
H -4.26404 -4.24409 -3.62998
H -1.59735 -2.90589 1.77989
H -3.91208 0.87280 -0.54016
H -1.56585 -0.78803 3.17289
H 0.73450 -1.13368 3.74284
H 3.47766 0.64332 1.09714
H -3.52526 -5.28100 -2.39284
H -0.09938 6.85714 -0.87550
H -4.62499 -3.75806 4.44307
H 2.68107 -0.51688 5.62930
H -5.32280 -1.33464 0.56183
H -0.32835 -3.80173 -4.42213
H -2.35187 -2.76419 -3.98515
H 0.24175 5.02510 -4.29666
H -0.96879 5.56817 -1.57872
H 1.53339 -1.35568 -1.97755
H 1.96832 0.25812 -1.57199
H -2.67537 8.63609 -2.70771
H 1.08560 3.86725 -0.59692
H 2.31316 0.73293 -3.86070
H -4.94708 -2.06607 5.01942
H -1.12411 -3.82241 -0.45527
H 4.12778 -1.49062 2.15049
H -4.53257 -1.39084 -0.98683
H -2.52692 -1.66473 5.22783
H -2.16972 -3.32255 4.65768
H -1.24838 -4.70700 -2.55574
H 4.31772 -3.75117 3.49924
H 4.35296 -0.89351 -0.51883
H -2.57526 7.74188 -1.18993
H 4.89643 -2.06878 -1.75224
H 2.69619 -2.10940 6.24666
H 4.66763 -0.46719 3.52818
H 3.52619 1.70809 2.35809
H -5.55005 -2.60986 3.47428
H 4.21120 -1.31046 6.18316
H -0.06335 0.72255 -4.73147
H -1.94289 -1.78599 -2.57774
H 2.73360 -1.55844 -4.67101
H -2.97522 6.93437 -2.63424
H 1.17502 4.65331 1.67305
H 0.24249 3.22011 2.06748
H 1.92741 1.21224 1.74624
*
```

Record 2
Here is a 2-piece molecular cluster, C3H3NO2S2 overall from the OMol25 dataset. Energies are from ωB97M-V/def2-TZVPD.

LUMO level (alpha / beta): -0.1056 / -0.1059 Ha
frontier orbital gap (alpha / beta): 0.207 / 0.207 Eh

```
! RIJCOSX wB97M-V def2-TZVPD def2/J DEFGRID3
* xyz 0 1
S 2.50489 -0.61251 -0.50737
S -3.14541 -1.79546 1.41387
O 3.84195 -0.63349 -0.01740
O 1.95605 -1.89709 -0.95961
N -1.93726 -1.66217 0.47521
C 0.80435 1.25151 0.87926
C -0.89029 -1.65712 -0.04046
C 1.44636 0.14209 0.89980
H 0.12284 1.51385 1.74490
H 0.03375 -1.51191 -0.51009
H 0.80507 2.04802 0.19137
*
```

Record 3
Here is a 12-piece molecular cluster, C28H72N8O12 overall from the OMol25 dataset. Energies are from ωB97M-V/def2-TZVPD.

LUMO level: 0.0163 Ha
frontier orbital gap: 0.343 Eh

```
! RIJCOSX wB97M-V def2-TZVPD def2/J DEFGRID3
* xyz 0 1
O -20.16970 -0.35142 3.27598
O -22.26741 -0.79199 0.01069
O -15.00144 -8.70854 4.76725
O -20.91896 -4.69094 3.54611
O -18.69208 -3.47923 3.20151
O -20.08269 -9.16867 0.19882
O -25.64977 -4.89150 5.29896
O -19.69635 -9.02270 5.15430
O -21.83487 -3.33587 7.87746
O -26.70576 -3.13457 0.70418
O -24.51294 -7.00788 6.86718
O -23.57493 -9.17431 5.35935
N -21.77539 -8.21012 1.32683
N -17.26984 -2.06298 4.26322
N -18.95490 -8.21264 7.06233
N -21.50944 -2.74148 0.86889
N -26.09390 -3.40952 3.61224
N -14.21654 -7.11205 3.30904
N -25.97160 -1.67966 -0.87380
N -22.36950 -0.74559 2.97109
C -18.14961 -3.07434 4.22012
C -26.74589 -2.43844 4.49622
C -19.93361 -1.05875 0.10661
C -19.95020 -7.23002 7.26908
C -23.07026 -3.69810 7.39437
C -20.86699 -9.16090 1.14669
C -26.56639 -0.54437 -0.21988
C -16.82928 -1.31694 3.09019
C -21.31779 -1.50798 0.32771
C -24.66893 -6.89393 8.30783
C -24.08958 -10.24291 6.17424
C -18.84190 -9.06877 6.00303
C -17.75384 -10.05891 5.97287
C -22.87549 -3.28950 0.80933
C -15.24049 -7.74125 4.04364
C -26.14760 -2.92126 -0.37435
C -16.53637 -7.02721 3.98939
C -18.45785 -3.66345 5.61314
C -20.72824 -6.02012 3.69915
C -14.38187 -6.13867 2.20140
C -23.69945 -0.86133 3.50132
C -21.26495 -0.61970 3.75787
C -24.97630 -5.48064 3.09171
C -25.64935 -4.09770 -1.18035
C -21.37578 -0.76282 5.26132
C -21.89150 -6.95800 0.59109
C -25.62229 -4.59193 4.11398
C -20.70963 -10.08061 2.28265
H -16.54490 -2.02240 2.28885
H -23.51807 -2.75609 1.48148
H -23.61751 -10.15210 7.15736
H -27.32216 -2.93480 5.27972
H -20.68536 -11.11878 2.01481
H -24.37862 -0.84711 2.66536
H -22.60699 -7.00356 -0.22868
H -14.85272 -5.18856 2.54992
H -22.29432 -8.26023 2.18028
H -23.90511 -1.79429 4.09289
H -23.87722 -8.33384 5.74480
H -25.17817 -10.11797 6.20761
H -24.74321 -6.14835 6.48538
H -20.72352 -3.34338 1.08353
H -17.17769 -7.28744 4.87889
H -23.22640 -3.44569 -0.20255
H -21.42856 -9.94563 3.08000
H -17.70955 -3.37316 6.34027
H -19.93873 -6.89297 8.30419
H -22.23206 -1.32494 5.65297
H -16.34949 -5.92972 4.10167
H -19.74718 -6.42236 6.53804
H -20.58809 -6.52375 2.79977
H -13.31907 -7.58495 3.31033
H -18.62073 -4.73852 5.58009
H -24.51603 -3.89525 -1.42632
H -21.58227 0.26267 5.61513
H -23.92275 -6.23916 8.71115
H -26.32725 -4.09280 -2.08985
H -17.00751 -10.01207 6.76014
H -25.52579 -1.60062 -1.77560
H -20.89406 -6.67329 0.11330
H -23.72157 -2.82161 7.24726
H -26.75531 -0.86511 0.83498
H -24.82356 -5.12664 2.04700
H -26.04816 -1.86657 5.17427
H -19.86356 -6.28878 4.35178
H -19.39096 -3.28312 5.94065
H -27.36653 -1.79336 3.92352
H -17.65639 -0.69163 2.76550
H -23.94842 -5.68674 3.46724
H -23.97633 -0.03656 4.15384
H -20.91346 -7.65702 7.10348
H -21.54664 -6.50145 4.14561
H -22.31301 -0.48541 1.99954
H -23.56358 -4.49302 7.94561
H -25.63599 -6.52842 8.59035
H -19.76442 -9.82969 2.80393
H -25.45885 -6.44573 2.99281
H -23.01913 -4.06558 6.36592
H -23.77732 -11.18552 5.63270
H -17.07128 -1.66736 5.16767
H -19.78741 -0.03253 0.56637
H -22.75970 -4.23912 1.24606
H -25.84056 -5.01443 -0.63490
H -18.17937 -11.05560 6.06327
H -25.94923 0.34191 -0.10041
H -19.71706 -0.95652 -0.96283
H -26.43561 -3.45121 2.68013
H -20.04267 -4.26103 3.36355
H -21.89880 -2.57055 8.44745
H -19.24159 -1.73588 0.59060
H -17.21874 -9.95798 5.06282
H -14.93735 -6.57379 1.40527
H -17.04692 -7.16015 3.04698
H -22.28625 -6.20313 1.24126
H -15.91820 -0.74675 3.20251
H -13.40415 -5.92179 1.70874
H -20.48600 -1.22099 5.70571
H -18.22893 -8.37937 7.78127
H -24.64050 -7.86783 8.71460
H -27.57094 -0.33943 -0.73109
*
```

Record 4
Here is C27H26IrN5OPS as an isolated structure from the OMol25 dataset. Energies are from ωB97M-V/def2-TZVPD.

LUMO level: -0.3819 Ha
frontier orbital gap: 0.246 Eh

```
! RIJCOSX wB97M-V def2-TZVPD def2/J DEFGRID3
* xyz 3 1
Ir -0.10252 1.47014 0.47526
S 0.98479 1.50248 2.49592
P -0.36105 -0.76411 0.67296
O -2.00601 3.07207 1.67929
N 2.78180 1.15991 0.54755
N 3.58699 1.10943 2.70436
N -1.98052 1.77003 1.22189
N 1.75649 1.53742 -0.29872
N -0.37505 2.60590 -1.32843
C 0.74180 2.58486 -2.11087
C -2.11100 -1.13009 0.40996
C -0.04241 -1.12309 -2.03729
C 0.55172 -1.29323 -0.78141
C 0.34323 -3.35143 4.34106
C 2.02556 -1.73554 -3.10132
C -3.17651 -0.29676 0.78470
C -2.38668 -2.41936 -0.03578
C -1.49042 3.17541 -1.77941
C 1.97240 2.04102 -1.46524
C 0.72424 3.12454 -3.37491
C 3.31594 2.17809 -2.08986
C -4.48507 -0.77594 0.69924
C 0.07802 -1.71562 2.11692
C -0.45116 3.71762 -3.84816
C -4.74714 -2.05424 0.23233
C -0.33065 -2.13772 4.45329
C -0.46663 -1.32324 3.34598
C 1.89446 -1.67397 -0.69858
C 0.72171 -2.94772 1.99948
C 2.56686 1.24137 1.88225
C 0.86188 -3.75506 3.12008
C -3.04202 1.06496 1.26802
C 0.69403 -1.34768 -3.19035
C -1.56644 3.75635 -3.03881
C 2.62260 -1.90159 -1.85504
C -3.69573 -2.87563 -0.13798
H -1.57658 -3.08843 -0.30105
H -1.08478 -0.83895 -2.11933
H 3.73694 3.15401 -1.82971
H -5.76729 -2.40734 0.16976
H 2.59386 -1.93077 -4.00146
H -3.88559 -3.87789 -0.49803
H 0.22196 -1.24259 -4.15831
H 3.71174 1.05049 0.16330
H 4.01331 1.39832 -1.78681
H 4.54990 1.12949 2.39909
H -0.75357 -1.83727 5.40235
H 1.36694 -4.70731 3.03221
H 3.25004 2.12033 -3.17267
H 3.64927 -2.23819 -1.78823
H 3.42578 1.03058 3.69882
H 1.59997 3.10927 -4.00641
H 0.44831 -3.98988 5.20804
H -1.01144 -0.39170 3.44102
H -3.93750 1.52836 1.67963
H 1.09841 -3.29851 1.04780
H -2.48477 4.22791 -3.35929
H -5.30747 -0.13710 0.99737
H -2.82477 3.23076 2.18239
H -0.47303 4.15586 -4.83740
H 2.36969 -1.81872 0.26455
H -2.33683 3.17973 -1.10594
*
```

Record 5
Here is one molecule with the formula CHClNO2P from the OMol25 dataset. Energies are from ωB97M-V/def2-TZVPD.

LUMO level: -0.0126 Ha
frontier orbital gap: 0.367 Eh

```
! RIJCOSX wB97M-V def2-TZVPD def2/J DEFGRID3
* xyz 0 1
Cl 0.17242 -1.78750 -1.49059
P 0.03970 -0.33455 1.14113
O 0.96877 0.47217 -2.47287
O 0.25325 0.51825 -0.28531
N -0.85086 0.69288 1.84891
C 0.55199 -0.10780 -1.54435
H -1.13526 0.54656 2.80307
*
```

For reference, maximum force by record: 4.3 4.2 4.2 1.1 3.0 eV/Å.
For reference, relative energy (zero: lowest compared OMol25 entry of this formula, charge and spin) by record: 0.0 147.9 7.2 14.2 11.6 kcal/mol.